The following is a DFT calculation (ωB97M-V/def2-TZVPD) of a structure of composition C35H49F6N4O25RbS4 in a non-equilibrium geometry.

The calculation puts the energy above the lowest of the compared OMol25 structures with the same formula, charge and spin at 0.00 kJ/mol. The calculation puts the highest occupied orbital energy at -9.31 eV. Its LUMO energy is -0.026 Ha. The calculation puts the total energy at -5678.831881 Ha. Its spin multiplicity is 1. The gap between HOMO and LUMO comes out at 8.59 eV.

CARTESIAN COORDINATES (ANGSTROEM)
Rb -0.5587 -2.6670 -2.7756
C -1.8709 0.8266 -2.2395
F -1.2539 0.5832 -3.3972
F -2.4607 1.9914 -2.3213
F -2.7487 -0.1043 -1.9162
S -0.5083 0.9286 -0.9352
O 0.2264 2.1316 -1.2673
O -1.1521 0.8367 0.3585
N 0.4425 -0.4296 -1.1983
S 1.7170 -0.1859 -0.3179
O 2.9403 -0.0655 -1.1029
O 1.6215 0.7869 0.7445
C 1.8995 -1.8582 0.6201
F 1.8901 -2.9180 -0.1876
F 3.0517 -1.8470 1.2615
F 0.8575 -1.9947 1.4630
C -2.6212 -2.4252 0.8328
O -2.8310 -3.8372 0.9833
C -2.7837 -4.5972 -0.0887
O -2.6289 -4.2600 -1.2282
O -2.9846 -5.8406 0.3801
C -2.7608 -6.9392 -0.4902
H -3.5424 -1.8533 0.9115
H -2.2058 -2.2180 -0.1547
H -1.8686 -2.1141 1.5518
H -3.6002 -7.0902 -1.1710
H -2.6772 -7.7979 0.1714
H -1.8606 -6.8831 -1.1024
C -0.8340 -0.0042 -7.1947
O 0.3654 0.5125 -6.6551
C 0.9703 -0.1192 -5.6789
O 0.4923 -1.0640 -5.0784
O 2.1401 0.4064 -5.4767
C 2.9358 0.0230 -4.3456
H -1.5092 -0.2082 -6.3544
H -0.7084 -1.0231 -7.5688
H -1.3286 0.6592 -7.8908
H 2.3200 0.2726 -3.4803
H 3.8189 0.6528 -4.3156
H 3.2418 -1.0183 -4.2748
C 2.3619 -5.8750 0.2740
O 1.7283 -6.7130 -0.6932
C 0.8512 -6.2106 -1.5419
O 0.5730 -5.0412 -1.6712
O 0.4071 -7.1857 -2.2980
C -0.5306 -6.9802 -3.3314
H 3.1377 -5.3226 -0.2543
H 2.8111 -6.5167 1.0264
H 1.6076 -5.2442 0.7395
H -1.1846 -6.1256 -3.1451
H -1.1459 -7.8383 -3.5832
H -0.0109 -6.7078 -4.2536
C -0.4974 0.7708 5.5017
C -1.2311 1.8262 6.0187
C -1.8008 2.7363 5.1706
C -1.5294 2.7025 3.7990
C -0.6030 1.7836 3.3094
C -0.1630 0.7535 4.1533
N -2.1277 3.7022 2.9186
O -1.6496 3.8587 1.8220
O -3.0580 4.3469 3.3697
H -0.1971 0.0130 6.2149
H -1.3729 1.9733 7.0816
H -2.5401 3.4388 5.5316
H -0.3771 1.6837 2.2568
H 0.4122 -0.1010 3.8250
C -7.1883 -1.9030 0.4445
C -7.8306 -0.7931 -0.1148
C -7.3382 -0.2012 -1.2403
C -6.2064 -0.7534 -1.8553
C -5.6705 -1.9520 -1.4087
C -6.1035 -2.4868 -0.1825
N -5.5610 -0.0467 -2.9832
O -5.9146 1.0935 -3.1456
O -4.7853 -0.6619 -3.6733
H -7.5519 -2.2291 1.4101
H -8.6223 -0.3583 0.4808
H -7.7655 0.7167 -1.6182
H -4.8237 -2.3691 -1.9379
H -5.6668 -3.3284 0.3381
C -0.3062 4.3027 -3.6093
C -0.6513 5.5397 -4.1586
C -0.1980 5.8986 -5.4198
C 0.6329 5.0566 -6.1454
C 0.8844 3.7970 -5.6504
C 0.5063 3.4624 -4.3565
N 1.1720 5.4967 -7.4322
O 2.1649 4.9406 -7.8524
O 0.5113 6.2800 -8.0943
H -0.7291 3.9706 -2.6728
H -1.4285 6.1215 -3.6822
H -0.5553 6.8270 -5.8458
H 1.5378 3.1139 -6.1786
H 0.7311 2.4505 -4.0466
O 0.9744 6.7401 5.0807
S 2.3690 6.5707 5.3803
O 2.8564 6.8133 6.7085
O 2.8423 5.0294 5.0091
C 2.6159 4.4592 3.7293
C 2.6374 2.9651 3.8942
C 3.3945 7.4536 4.2138
H 3.4271 4.8076 3.0780
H 1.6608 4.7879 3.3046
H 2.1928 2.4299 3.0560
H 2.0993 2.6491 4.7895
H 3.6489 2.5946 4.0656
H 4.3417 6.9268 4.3088
H 3.4099 8.4629 4.6158
H 3.0027 7.3249 3.2098
O 5.0490 -0.5310 2.5250
S 4.7913 -0.5505 3.9392
O 3.5762 -0.0414 4.5396
O 5.0467 -2.0464 4.5612
C 4.2987 -3.1413 4.0310
C 2.8210 -3.1701 4.4733
C 6.1414 0.1978 4.8577
H 4.8957 -3.9819 4.3893
H 4.4076 -3.1445 2.9419
H 2.8514 -3.0696 5.5541
H 2.3649 -4.0908 4.1054
H 2.2661 -2.4077 3.9283
H 6.0551 -0.1071 5.8950
H 6.1411 1.2748 4.7090
H 7.0729 -0.1662 4.4249